Entry 1:
The following is a DFT calculation (wB97M-V/def2-TZVPD) of 4 unconnected molecules or ions with the total composition C2H12NO4 at a distorted geometry.

Cartesian coordinates (Å):
C1 1.29 0.99 -0.61
N1 0.21 -0.01 -0.73
C2 -1.12 0.58 -0.69
O1 -1.38 1.51 0.32
H1 2.24 0.48 -0.66
H2 1.19 1.70 -1.43
H3 1.21 1.57 0.31
H4 0.31 -0.65 0.04
H5 -1.27 1.07 -1.65
H6 -1.83 -0.26 -0.71
H7 0.39 -2.24 -3.04
H8 0.55 -0.92 -2.27
O2 0.66 -1.32 -3.16
H9 -1.11 0.87 3.08
H10 -1.26 1.01 1.20
O3 -1.19 0.23 2.34
H11 0.57 -2.06 3.11
H12 -0.06 -0.90 2.29
O4 0.58 -1.63 2.26

As for the spin multiplicity: 2. The energy above the lowest of the compared OMol25 structures with the same formula, charge and spin is 0.570 eV. Its calculated total energy is -11945.5243 eV. The value obtained for the orbital gap (spin up / spin down) is 10.2 / 5.6 eV. The value obtained for the LUMO energy (spin up / spin down) is 0.305 / -4.333 eV.

---

Entry 2:
The following is a DFT calculation (wB97M-V/def2-TZVPD) of a molecular structure, C28H37NO5Si2Ti at a distorted geometry.

Cartesian coordinates (Å):
Ti1 -0.49 -0.22 0.74
O1 -0.54 -1.97 4.55
C1 -0.67 -0.93 3.73
O2 -0.54 -1.06 2.54
C2 -0.97 0.34 4.48
O3 -1.05 1.47 3.68
C3 0.18 2.18 3.52
C4 1.26 1.36 2.83
O4 2.35 1.25 3.38
O5 0.92 0.86 1.69
H1 -0.35 -2.75 4.00
H2 -0.21 0.45 5.27
H3 -1.93 0.18 4.97
H4 0.55 2.50 4.49
H5 -0.07 3.04 2.91
C5 4.04 -0.01 0.52
Si1 2.77 -1.24 -0.05
C6 3.70 -2.46 -1.15
C7 2.30 -2.30 1.42
C8 1.41 -0.52 -1.07
C9 0.37 -1.41 -1.39
C10 -0.04 -1.84 -2.70
C11 -0.77 -2.98 -2.83
C12 -1.20 -3.70 -1.68
C13 -0.97 -3.14 -0.47
N1 -0.28 -1.98 -0.32
Si2 1.94 0.81 -2.25
C14 3.42 0.35 -3.33
C15 2.50 2.32 -1.28
C16 0.63 1.28 -3.50
H6 4.90 -0.57 0.89
H7 3.67 0.64 1.32
H8 4.38 0.62 -0.30
H9 4.40 -3.07 -0.56
H10 4.29 -1.93 -1.91
H11 3.01 -3.13 -1.67
H12 3.23 -2.61 1.91
H13 1.76 -3.20 1.10
H14 1.69 -1.77 2.15
H15 0.33 -1.31 -3.57
H16 -1.00 -3.36 -3.82
H17 -1.75 -4.63 -1.76
H18 -1.38 -3.56 0.44
H19 4.34 0.26 -2.75
H20 3.55 1.16 -4.06
H21 3.27 -0.58 -3.88
H22 3.58 2.46 -1.36
H23 2.25 2.21 -0.22
H24 2.01 3.22 -1.65
H25 0.81 0.79 -4.46
H26 0.65 2.36 -3.66
H27 -0.38 1.03 -3.16
C17 -2.04 3.78 -1.85
C18 -1.04 3.89 -0.89
C19 -0.60 2.75 -0.21
C20 -1.12 1.46 -0.43
C21 -2.13 1.41 -1.41
C22 -2.57 2.52 -2.12
H28 -2.39 4.66 -2.39
H29 -0.60 4.85 -0.67
H30 0.19 2.88 0.52
H31 -2.60 0.46 -1.64
H32 -3.35 2.41 -2.87
C23 -5.50 -0.64 1.25
C24 -4.83 -1.41 0.31
C25 -3.45 -1.31 0.18
C26 -2.64 -0.46 0.95
C27 -3.38 0.32 1.87
C28 -4.76 0.24 2.03
H33 -6.58 -0.70 1.36
H34 -5.39 -2.09 -0.33
H35 -3.01 -1.92 -0.60
H36 -2.86 1.06 2.47
H37 -5.25 0.88 2.75

As for the spin multiplicity: 2. Its net charge is -1. The energy above the lowest of the compared OMol25 structures with the same formula, charge and spin is 2.332 eV. Its calculated total energy is -80238.5836 eV. The value obtained for the orbital gap (spin up / spin down) is 5.8 / 6.7 eV. The value obtained for the LUMO energy (spin up / spin down) is 2.289 / 2.288 eV.

---

Entry 3:
The following is a DFT calculation (wB97M-V/def2-TZVPD) of a molecular structure, C5H8O2.

Cartesian coordinates (Å):
C1 -1.38 1.50 0.18
C2 -0.31 0.49 -0.09
C3 1.05 0.36 0.52
C4 0.13 -0.84 0.45
O1 -0.31 -1.55 1.55
C5 0.00 -1.32 -0.98
O2 -0.25 0.01 -1.44
H1 -1.16 2.42 -0.38
H2 -1.45 1.75 1.24
H3 -2.34 1.12 -0.17
H4 1.94 0.46 -0.09
H5 1.13 0.75 1.54
H6 0.36 -2.21 1.74
H7 0.86 -1.79 -1.47
H8 -0.89 -1.95 -1.09

The energy above the lowest of the compared OMol25 structures with the same formula, charge and spin is 2.461 eV. Its calculated total energy is -9407.3709 eV. The value obtained for the orbital gap is 10.0 eV. The value obtained for the LUMO energy is 0.782 eV.

---

Entry 4:
The following is a DFT calculation (wB97M-V/def2-TZVPD) of 7 unconnected molecules or ions with the total composition H15O7 at a distorted geometry.

Cartesian coordinates (Å):
O1 -2.77 -5.61 -1.04
H1 -2.59 -5.37 -1.93
H2 -2.73 -6.65 -1.05
O2 1.16 2.69 0.87
H3 1.69 2.86 1.77
H4 1.72 2.28 0.15
O3 0.26 1.26 -1.25
H5 0.83 2.02 -1.33
H6 -0.32 1.39 -1.97
O4 0.02 5.80 2.25
H7 -0.83 6.17 2.18
H8 0.56 6.51 2.38
O5 0.66 0.26 1.40
H9 0.54 1.34 1.32
H10 -0.18 -0.25 0.79
O6 -0.35 -1.35 -0.12
H11 0.17 -1.90 -0.78
H12 -1.22 -1.57 -0.53
O7 0.88 -2.97 -1.74
H13 0.45 0.18 2.33
H14 0.35 -3.62 -2.15
H15 1.69 -3.47 -1.54

As for the spin multiplicity: 2. The energy above the lowest of the compared OMol25 structures with the same formula, charge and spin is 1.830 eV. Its calculated total energy is -14570.8388 eV. The value obtained for the orbital gap (spin up / spin down) is 2.6 / 11.1 eV. The value obtained for the LUMO energy (spin up / spin down) is -0.047 / -0.158 eV.

---

Entry 5:
The following is a DFT calculation (wB97M-V/def2-TZVPD) of a molecular structure, C26H43BrCl2CoN7O3P2 at a distorted geometry.

Cartesian coordinates (Å):
Co1 0.02 -0.05 -0.15
C1 -3.60 -4.39 -0.14
C2 -2.71 -3.47 0.64
C3 -2.47 -3.63 2.00
C4 -1.64 -2.77 2.68
C5 -1.06 -1.74 1.95
Br1 0.12 -0.50 2.74
N1 -1.26 -1.56 0.65
C6 -2.07 -2.40 0.01
H1 -4.13 -5.07 0.52
H2 -3.01 -4.99 -0.84
H3 -4.33 -3.83 -0.72
H4 -2.94 -4.45 2.53
H5 -1.43 -2.88 3.73
H6 -2.22 -2.21 -1.04
C7 1.40 -0.83 -5.12
N2 1.28 0.57 -4.72
C8 0.04 1.11 -5.25
N3 -1.15 0.36 -4.88
C9 -0.96 -1.03 -5.28
N4 0.25 -1.65 -4.74
C10 0.16 -1.81 -3.29
P1 -0.04 -0.19 -2.43
C11 1.35 0.69 -3.26
C12 -1.43 0.46 -3.45
H7 2.30 -1.26 -4.69
H8 1.48 -0.86 -6.21
H9 0.12 1.12 -6.34
H10 -0.07 2.14 -4.90
H11 -0.88 -1.06 -6.37
H12 -1.83 -1.62 -4.98
H13 1.07 -2.29 -2.91
H14 -0.68 -2.47 -3.05
H15 2.29 0.28 -2.89
H16 1.33 1.75 -2.97
H17 -1.64 1.49 -3.18
H18 -2.34 -0.12 -3.22
O1 -1.11 1.46 0.19
P2 -1.97 2.67 0.03
N5 -2.65 2.97 1.49
C13 -3.65 4.03 1.68
C14 -3.81 4.10 3.20
C15 -2.43 3.74 3.71
C16 -1.99 2.62 2.77
N6 -3.12 2.44 -1.12
C17 -3.82 3.52 -1.83
C18 -4.99 2.80 -2.49
C19 -5.35 1.74 -1.46
C20 -3.99 1.26 -0.97
N7 -1.18 4.04 -0.47
C21 -0.31 4.71 0.50
C22 0.28 5.87 -0.31
C23 0.33 5.35 -1.75
C24 -0.40 4.00 -1.71
H19 -4.58 3.77 1.18
H20 -3.29 4.98 1.28
H21 -4.54 3.35 3.53
H22 -4.16 5.07 3.53
H23 -2.42 3.42 4.75
H24 -1.76 4.59 3.62
H25 -2.35 1.65 3.11
H26 -0.91 2.56 2.64
H27 -3.16 4.00 -2.55
H28 -4.17 4.29 -1.14
H29 -4.66 2.33 -3.42
H30 -5.81 3.48 -2.72
H31 -5.95 0.93 -1.87
H32 -5.91 2.19 -0.64
H33 -3.61 0.44 -1.58
H34 -4.01 0.93 0.07
H35 0.48 4.03 0.84
H36 -0.88 5.04 1.36
H37 1.26 6.15 0.06
H38 -0.37 6.74 -0.24
H39 1.34 5.23 -2.12
H40 -0.19 6.04 -2.42
H41 0.33 3.18 -1.66
H42 -1.04 3.84 -2.57
Cl1 4.77 0.26 0.99
C25 3.83 -0.85 0.01
Cl2 4.43 -0.92 -1.67
C26 2.37 -0.46 -0.05
O2 1.53 -1.40 -0.19
O3 1.99 0.72 0.02
H43 3.93 -1.86 0.42

As for the spin multiplicity: 2. Its net charge is +1. Its calculated total energy is -195523.9959 eV. The value obtained for the orbital gap (spin up / spin down) is 8.3 / 8.5 eV. The value obtained for the LUMO energy (spin up / spin down) is -2.528 / -2.254 eV.

---

Entry 6:
The following is a DFT calculation (wB97M-V/def2-TZVPD) of a single C8H18N2O3 molecule at a distorted geometry.

Cartesian coordinates (Å):
C1 2.44 1.01 1.44
C2 0.05 0.97 -2.98
C3 1.07 0.67 0.95
C4 -0.61 -0.27 -2.39
C5 0.22 0.57 2.26
C6 -1.88 -0.04 -1.51
C7 -0.37 -0.84 2.52
C8 -2.29 -1.28 -0.84
N1 -1.39 -0.99 1.42
N2 -1.17 -1.57 0.33
O1 -0.20 -2.20 -0.06
O2 0.47 -1.87 2.66
O3 -2.22 -2.50 -1.53
H1 2.40 2.10 1.70
H2 3.27 0.80 0.66
H3 2.53 0.40 2.37
H4 -0.42 1.46 -3.77
H5 0.31 1.74 -2.16
H6 0.99 0.66 -3.21
H7 0.75 1.53 0.24
H8 1.06 -0.29 0.39
H9 0.06 -0.73 -1.56
H10 -0.88 -0.99 -3.17
H11 -0.64 1.29 2.16
H12 0.82 0.99 3.10
H13 -2.82 0.35 -2.06
H14 -1.67 0.73 -0.77
H15 -1.05 -0.70 3.53
H16 -3.11 -1.23 -0.24
H17 0.87 -2.11 1.85
H18 -1.36 -2.75 -1.73

The energy above the lowest of the compared OMol25 structures with the same formula, charge and spin is 0.000 eV. Its calculated total energy is -17706.3656 eV. The value obtained for the orbital gap is 10.5 eV. The value obtained for the LUMO energy is 0.862 eV.

---

Entry 7:
The following is a DFT calculation (wB97M-V/def2-TZVPD) of 2 unconnected molecules or ions with the total composition C4H9NO2.

Cartesian coordinates (Å):
C1 0.08 -1.03 -1.66
C2 1.06 -0.82 -0.49
C3 1.70 0.53 -0.60
O1 1.50 1.47 0.15
N1 -1.12 1.40 1.47
C4 -1.73 0.26 1.85
O2 -1.24 -0.85 1.84
H1 -0.78 -0.36 -1.57
H2 -0.29 -2.06 -1.66
H3 0.56 -0.84 -2.63
H4 0.53 -0.91 0.46
H5 1.86 -1.57 -0.54
H6 2.40 0.67 -1.45
H7 -0.15 1.39 1.15
H8 -1.60 2.28 1.51
H9 -2.78 0.43 2.18

The energy above the lowest of the compared OMol25 structures with the same formula, charge and spin is 0.946 eV. Its calculated total energy is -9879.1145 eV. The value obtained for the orbital gap is 10.7 eV. The value obtained for the LUMO energy is 0.888 eV.

---

Entry 8:
The following is a DFT calculation (wB97M-V/def2-TZVPD) of a single C11H14INS molecule at a distorted geometry.

Cartesian coordinates (Å):
C1 -0.58 -0.48 -0.39
C2 0.59 0.31 -1.12
C3 -1.34 -2.90 -0.56
C4 -0.48 -1.83 -1.04
C5 1.07 1.40 -0.14
C6 -0.53 -0.75 1.15
C7 1.54 -0.83 -1.51
C8 -1.89 -1.50 1.24
C9 0.71 -2.07 -1.58
C10 0.63 3.41 1.42
C11 0.20 2.66 0.16
N1 -2.02 -2.70 0.49
S1 2.46 1.12 0.66
I1 1.42 -3.78 -2.45
H1 -1.46 -0.02 -0.78
H2 -0.07 0.83 -1.91
H3 -1.42 -3.95 -1.09
H4 0.23 -1.34 1.47
H5 -0.42 0.18 1.56
H6 2.00 -0.64 -2.37
H7 2.43 -1.09 -0.77
H8 -2.07 -1.64 2.23
H9 -2.69 -0.74 1.07
H10 0.34 2.83 2.20
H11 0.21 4.36 1.33
H12 1.73 3.64 1.46
H13 0.30 3.28 -0.86
H14 -0.89 2.23 0.12

The energy above the lowest of the compared OMol25 structures with the same formula, charge and spin is 0.350 eV. Its calculated total energy is -32056.4943 eV. The value obtained for the orbital gap is 8.4 eV. The value obtained for the LUMO energy is -0.020 eV.

---

Entry 9:
The following is a DFT calculation (wB97M-V/def2-TZVPD) of 2 unconnected molecules or ions with the total composition C4H9NOS at a distorted geometry.

Cartesian coordinates (Å):
C1 3.42 -1.03 0.37
C2 2.16 -0.80 0.67
C3 0.88 2.41 0.20
C4 -2.95 -0.58 -0.54
N1 0.64 1.23 0.55
O1 1.93 0.53 -1.60
S1 1.06 -0.03 -0.56
H1 4.10 -1.52 1.04
H2 3.81 -0.71 -0.58
H3 1.66 -1.08 1.58
H4 1.38 2.64 -0.74
H5 0.61 3.23 0.85
H6 -2.24 0.07 -0.04
H7 -3.44 -1.20 0.19
H8 -2.42 -1.21 -1.25
H9 -3.68 0.02 -1.07

The energy above the lowest of the compared OMol25 structures with the same formula, charge and spin is 3.073 eV. Its calculated total energy is -18664.4538 eV. The value obtained for the orbital gap is 10.3 eV. The value obtained for the LUMO energy is 0.746 eV.

---

Entry 10:
The following is a DFT calculation (wB97M-V/def2-TZVPD) of 6 unconnected molecules or ions with the total composition C62H64F6IN4O4P at a distorted geometry.

Cartesian coordinates (Å):
C1 3.79 -2.89 3.36
C2 4.40 -2.58 1.89
P1 3.15 -2.86 0.48
C3 3.71 -4.46 -0.37
C4 1.46 -3.04 1.30
C5 0.77 -4.41 1.55
C6 -0.62 -4.60 2.23
C7 -1.15 -6.10 2.42
C8 -1.20 -6.81 0.96
C9 -2.77 -6.88 0.57
F1 -0.62 -8.12 1.08
C10 -1.37 -3.31 2.67
I1 -3.34 -3.55 3.57
C11 -0.74 -1.91 2.47
C12 0.68 -1.78 1.78
C13 1.31 -0.31 1.62
O1 2.52 -0.04 1.80
C14 0.26 0.86 1.25
C15 0.63 2.04 0.31
C16 2.06 2.21 -0.37
C17 2.29 1.31 -1.68
N1 3.79 1.34 -1.93
N2 1.91 -0.13 -1.53
N3 1.69 1.99 -2.88
C18 -0.48 3.11 0.06
O2 -0.14 4.19 -0.83
C19 -1.91 3.04 0.74
C20 -2.90 4.25 0.41
C21 -4.24 3.83 -0.36
O3 -4.84 5.08 -0.86
C22 -4.01 2.91 -1.66
N4 -5.39 2.47 -2.10
C23 -2.20 1.84 1.67
C24 -3.60 1.72 2.43
C25 -3.38 2.32 3.92
C26 -4.40 1.92 5.05
C27 -4.25 2.40 6.53
C28 -3.04 3.33 6.87
C29 -2.02 3.76 5.78
C30 -2.20 3.24 4.31
C31 -1.14 0.73 1.95
C32 -1.41 -0.53 2.92
O4 -2.06 -0.47 3.98
H1 4.66 -2.89 4.14
H2 3.35 -3.96 3.43
H3 3.04 -2.10 3.71
H4 4.70 -1.47 1.85
H5 5.36 -3.21 1.75
H6 4.58 -4.16 -1.07
H7 2.90 -4.97 -1.00
H8 4.17 -5.15 0.42
H9 1.33 -5.35 1.22
H10 -0.39 -6.72 3.03
H11 -2.16 -6.18 2.93
H12 -0.70 -6.19 0.14
H13 -3.19 -5.81 0.71
H14 -3.27 -7.52 1.39
H15 -2.94 -7.29 -0.49
H16 2.91 1.94 0.36
H17 2.23 3.30 -0.67
H18 4.28 0.75 -1.24
H19 3.96 0.95 -2.88
H20 2.71 -0.68 -1.86
H21 1.13 -0.31 -2.19
H22 1.70 1.32 -3.66
H23 0.74 2.29 -2.62
H24 -0.51 3.90 -1.70
H25 -3.17 4.74 1.41
H26 -2.40 5.08 -0.22
H27 -5.04 3.34 0.28
H28 -4.78 5.70 -0.10
H29 -3.65 3.61 -2.50
H30 -3.33 2.01 -1.49
H31 -5.35 2.00 -3.01
H32 -5.84 1.88 -1.38
H33 -4.45 2.33 1.98
H34 -3.88 0.60 2.46
H35 -5.29 1.24 4.83
H36 -4.98 2.09 7.35
H37 -2.94 3.65 7.97
H38 -1.12 4.42 6.07
H39 -1.40 3.56 3.56
F2 6.01 -1.93 5.55
C33 6.96 -1.04 5.25
C34 8.09 -0.94 6.05
C35 9.08 -0.02 5.73
C36 8.93 0.80 4.62
C37 7.79 0.70 3.82
C38 6.80 -0.22 4.13
H40 8.18 -1.59 6.92
H41 9.97 0.06 6.35
H42 9.70 1.52 4.37
H43 7.68 1.35 2.95
H44 5.92 -0.32 3.52
F3 -2.44 0.20 -2.88
C39 -3.25 -0.82 -2.53
C40 -4.16 -1.32 -3.44
C41 -4.99 -2.37 -3.08
C42 -4.90 -2.92 -1.81
C43 -3.98 -2.41 -0.89
C44 -3.15 -1.36 -1.25
H45 -4.22 -0.87 -4.43
H46 -5.70 -2.77 -3.80
H47 -5.55 -3.74 -1.52
H48 -3.92 -2.83 0.11
H49 -2.42 -0.96 -0.55
F4 -5.57 -7.16 -3.50
C45 -5.36 -8.48 -3.36
C46 -5.32 -9.28 -4.49
C47 -5.10 -10.65 -4.35
C48 -4.92 -11.19 -3.08
C49 -4.97 -10.38 -1.95
C50 -5.18 -9.01 -2.10
H50 -5.47 -8.84 -5.47
H51 -5.06 -11.28 -5.23
H52 -4.76 -12.26 -2.97
H53 -4.83 -10.81 -0.97
H54 -5.20 -8.36 -1.23
F5 4.36 9.29 -0.77
C51 4.35 7.96 -0.98
C52 3.51 7.44 -1.96
C53 3.49 6.07 -2.18
C54 4.31 5.23 -1.43
C55 5.14 5.76 -0.45
C56 5.16 7.14 -0.23
H55 2.88 8.11 -2.53
H56 2.85 5.65 -2.95
H57 4.29 4.16 -1.60
H58 5.77 5.11 0.15
H59 5.81 7.57 0.53
F6 2.33 4.83 -4.96
C57 1.64 5.75 -5.66
C58 2.29 6.48 -6.64
C59 1.57 7.43 -7.37
C60 0.22 7.65 -7.09
C61 -0.41 6.91 -6.10
C62 0.30 5.96 -5.38
H60 3.34 6.31 -6.84
H61 2.07 8.00 -8.15
H62 -0.33 8.39 -7.65
H63 -1.46 7.09 -5.88
H64 -0.18 5.37 -4.60

Its calculated total energy is -113162.8109 eV. The value obtained for the orbital gap is 6.8 eV. The value obtained for the LUMO energy is -1.192 eV.